No. 1
Density functional theory data (ωB97M-V/def2-TZVPD) for a cluster of 16 separate species, C86H220N16O27 in total at a distorted geometry.

Properties
Max |F| in eV Å⁻¹: 3.27
ΔE to the lowest compared entry with this formula, charge and spin in kJ/mol: 273.4
LUMO level in eV: 0.56
Multiplicity: 1

Element x y z (Å)
C  -7.25072  -6.23849  -2.02040
O  -6.00543  -6.97007  -1.99281
C  -4.88590  -6.12271  -2.24536
C  -3.63759  -7.01833  -2.38074
N  -2.32376  -6.31417  -2.40993
C  -1.17135  -7.19624  -2.32054
C  0.15883  -6.45604  -2.26599
O  0.36832  -6.00155  -0.94897
C  1.67220  -5.43728  -0.74362
H  -7.42236  -5.86901  -3.03140
H  -7.20722  -5.38107  -1.34882
H  -7.96927  -6.99830  -1.71302
H  -4.75341  -5.49526  -1.36397
H  -5.03645  -5.53703  -3.15223
H  -3.74795  -7.51041  -3.34707
H  -3.58589  -7.84003  -1.66643
H  -2.24564  -5.55171  -1.75217
H  -1.00921  -7.91530  -3.12352
H  -1.30830  -7.81497  -1.43368
H  0.21339  -5.65939  -3.00793
H  0.94079  -7.18910  -2.46415
H  1.74103  -4.40432  -1.08474
H  2.40350  -6.11517  -1.18381
H  1.89220  -5.37782  0.32229
C  -3.49712  -1.67984  3.52292
O  -4.84829  -2.24157  3.74999
C  -5.04710  -2.63820  5.07718
C  -5.39117  -1.42431  5.95168
N  -6.30172  -0.48577  5.31420
C  -7.73044  -0.74157  5.59342
C  -8.64605  0.08364  4.67722
O  -8.66350  -0.38225  3.37747
C  -9.46233  0.35322  2.47433
H  -3.46548  -0.64559  3.86559
H  -3.20506  -1.65795  2.47300
H  -2.69879  -2.13669  4.10777
H  -4.10827  -3.06146  5.43433
H  -5.83965  -3.38651  5.07492
H  -4.40921  -0.95470  6.00940
H  -5.63285  -1.67658  6.98417
H  -6.09335  -0.51966  4.32651
H  -7.88340  -0.43552  6.62833
H  -7.98308  -1.78932  5.43065
H  -8.31871  1.12240  4.72109
H  -9.63869  0.05504  5.12661
H  -9.38794  -0.00013  1.44588
H  -9.20140  1.41133  2.49493
H  -10.52151  0.23168  2.70123
C  2.07886  -3.11820  14.07923
O  3.35437  -2.63815  13.59405
C  3.18939  -1.89678  12.38753
C  2.99954  -2.75226  11.10459
N  3.10771  -1.92542  9.89149
C  2.94900  -2.73817  8.64057
C  3.21530  -1.89447  7.36054
O  2.22916  -0.91847  7.31522
C  2.34241  -0.02440  6.22495
H  1.44466  -3.73064  13.43829
H  1.47811  -2.21847  14.21228
H  2.26170  -3.58574  15.04674
H  4.10498  -1.30604  12.35907
H  2.41433  -1.13089  12.41556
H  2.04996  -3.28672  11.07740
H  3.80130  -3.49027  11.07957
H  2.23708  -1.41349  9.88549
H  1.99563  -3.26560  8.60897
H  3.59351  -3.61666  8.67153
H  3.18560  -2.53038  6.47576
H  4.22475  -1.52161  7.53402
H  2.43287  -0.68598  5.36342
H  3.20543  0.64078  6.19614
H  1.40880  0.53631  6.17952
C  6.66241  -6.49872  0.59081
O  6.48941  -5.10099  0.39979
C  5.15412  -4.81181  0.09181
C  5.00993  -3.35145  0.23790
N  4.41979  -2.88445  1.54061
C  5.22487  -3.25508  2.68318
C  4.66440  -2.67865  4.00512
O  4.56587  -1.25295  3.97059
C  5.78953  -0.60407  4.25593
H  7.70177  -6.82482  0.55232
H  6.06594  -7.09346  -0.10101
H  6.27364  -6.76570  1.57350
H  4.41372  -5.40854  0.62455
H  4.86117  -5.11237  -0.91414
H  4.25797  -3.09376  -0.50792
H  5.87548  -2.72413  0.02485
H  4.36310  -1.87652  1.50957
H  6.27414  -2.99817  2.53777
H  5.35797  -4.33671  2.66213
H  5.33094  -2.97144  4.81635
H  3.71430  -3.16649  4.22289
H  6.49738  -0.64438  3.42803
H  6.24036  -1.03575  5.14952
H  5.67764  0.47882  4.31016
C  1.52651  3.25157  4.88455
O  2.94394  2.97175  4.74144
C  3.81850  3.91929  5.38634
C  5.27307  3.45247  5.41055
N  5.74107  3.21737  4.04554
C  7.18475  2.99787  4.10651
C  7.70732  2.91815  2.65449
O  7.26499  1.83134  1.96972
C  7.59175  1.75212  0.62612
H  1.21814  3.33183  5.92693
H  0.98578  2.49676  4.31360
H  1.25247  4.18312  4.38936
H  3.47567  3.96881  6.41984
H  3.77031  4.88760  4.88819
H  5.35951  2.53445  5.99183
H  5.77415  4.30382  5.87121
H  5.26296  2.48022  3.54742
H  7.46024  2.04932  4.56744
H  7.67436  3.80093  4.65740
H  8.79097  2.80597  2.61965
H  7.62647  3.84786  2.09128
H  7.16674  0.81591  0.26421
H  8.66208  1.63379  0.45737
H  7.16309  2.54228  0.00968
C  2.26502  5.05043  1.40111
O  3.19025  5.13082  0.30778
C  4.47044  5.56599  0.69506
C  5.34284  5.68860  -0.60996
N  5.36552  4.47800  -1.43443
C  5.79651  4.65177  -2.85417
C  5.58853  3.35050  -3.69631
O  4.21746  3.09322  -3.67545
C  3.87583  1.97242  -4.40029
H  2.71822  4.61310  2.29075
H  1.41057  4.41039  1.18123
H  1.95630  6.06409  1.65663
H  4.90288  4.83637  1.37971
H  4.53379  6.43864  1.34511
H  6.36288  5.94127  -0.32052
H  5.09611  6.57521  -1.19404
H  4.50539  3.99087  -1.22713
H  6.85471  4.88070  -2.98034
H  5.25519  5.52188  -3.22561
H  6.19025  2.51436  -3.34008
H  5.87712  3.44835  -4.74284
H  4.02351  2.18106  -5.45989
H  2.81333  1.80342  -4.22527
H  4.43262  1.05770  -4.19689
C  3.11235  1.42751  1.92265
O  3.64434  0.50066  0.95486
C  4.01778  1.07851  -0.34354
C  2.77115  1.71855  -0.98659
N  1.66660  0.89769  -1.41734
C  0.45275  1.74285  -1.50488
C  -0.73739  0.88499  -1.84759
O  -0.97508  0.03383  -0.72369
C  -2.18003  -0.65921  -0.79937
H  2.09588  1.72571  1.66584
H  3.76188  2.28700  2.08846
H  3.01672  0.88909  2.86555
H  4.34698  0.19019  -0.88262
H  4.82857  1.79924  -0.23736
H  3.21278  2.33909  -1.76632
H  2.45040  2.43355  -0.22896
H  1.48270  0.14973  -0.76402
H  0.68252  2.53634  -2.21600
H  0.33677  2.21250  -0.52811
H  -0.71062  0.40195  -2.82436
H  -1.65603  1.46986  -1.89360
H  -3.01324  0.01432  -0.99991
H  -2.50095  -1.02438  0.17621
H  -2.24941  -1.53953  -1.43836
C  -5.75686  -1.99946  -4.51255
O  -4.39635  -2.26100  -4.89909
C  -3.46027  -2.04694  -3.84112
C  -2.01940  -2.12341  -4.37052
N  -1.82798  -1.18898  -5.47772
C  -0.43034  -0.97314  -5.82562
C  0.12226  -2.09200  -6.80556
O  -0.63795  -2.01505  -8.05301
C  -0.34933  -3.01051  -9.01600
H  -5.98051  -0.98816  -4.17290
H  -6.08462  -2.59754  -3.66227
H  -6.37310  -2.11893  -5.40366
H  -3.61559  -2.82319  -3.09185
H  -3.68876  -1.10052  -3.35103
H  -1.85003  -3.12665  -4.76156
H  -1.42610  -1.87652  -3.49009
H  -2.44085  -1.41856  -6.24699
H  0.12775  -0.92720  -4.89046
H  -0.29160  -0.00104  -6.29876
H  0.04464  -3.11310  -6.43215
H  1.18736  -1.96433  -6.99885
H  -1.05546  -2.94752  -9.84395
H  -0.32203  -4.01586  -8.59572
H  0.63160  -2.75807  -9.41867
C  -5.61565  7.23215  4.80957
O  -4.65640  6.83517  3.92520
C  -5.21053  6.25593  2.78819
C  -4.12127  5.56270  1.93783
N  -3.45399  4.43822  2.63778
C  -2.29229  3.86906  2.05497
C  -2.50927  3.51654  0.57691
O  -2.43384  4.68276  -0.27297
C  -2.93904  4.41521  -1.55709
H  -6.04194  6.35537  5.29704
H  -6.38038  7.79284  4.27205
H  -5.30350  8.00336  5.51378
H  -5.72497  7.01278  2.19605
H  -5.93704  5.48425  3.04273
H  -3.46992  6.41668  1.75193
H  -4.50630  5.12143  1.01852
H  -3.07689  4.78686  3.50747
H  -2.01944  2.96872  2.60545
H  -1.38205  4.46864  2.06388
H  -3.47599  3.01495  0.62121
H  -1.74662  2.79275  0.28954
H  -2.25963  3.86530  -2.20832
H  -3.13467  5.29485  -2.17032
H  -3.92895  3.95969  -1.58310
C  -4.09427  9.27158  -6.10470
O  -3.26822  8.11780  -5.82992
C  -1.90372  8.44343  -5.71515
C  -1.04237  7.31328  -5.16393
N  -1.43938  6.01685  -5.72461
C  -0.84725  4.91125  -4.96467
C  -1.58677  3.54587  -5.10176
O  -2.99568  3.59545  -4.72156
C  -3.52675  2.27048  -4.67701
H  -3.82177  9.64836  -7.09054
H  -3.91317  10.04445  -5.35772
H  -5.13770  8.95696  -6.08546
H  -1.76522  9.36133  -5.14386
H  -1.52571  8.87710  -6.64096
H  -1.07537  7.36402  -4.07561
H  0.00051  7.55506  -5.36896
H  -2.42551  5.98947  -5.50804
H  -0.86233  5.09450  -3.89029
H  0.16061  4.72908  -5.33768
H  -1.15189  2.83694  -4.39720
H  -1.57147  3.09099  -6.09219
H  -4.61301  2.29447  -4.59006
H  -3.14448  1.77389  -3.78517
H  -3.19585  1.69229  -5.53974
C  2.57890  -2.22088  -2.49467
O  3.43278  -3.26282  -2.76121
C  3.40509  -3.51153  -4.17847
C  4.34578  -4.64787  -4.44616
N  4.09636  -5.78007  -3.61347
C  4.96370  -7.03009  -3.72225
C  4.29936  -8.21020  -3.10857
O  4.27121  -7.98961  -1.66923
C  3.61264  -9.03152  -1.00557
H  2.88745  -1.32500  -3.03347
H  2.62901  -2.00201  -1.42805
H  1.51896  -2.34892  -2.71429
H  3.75109  -2.67229  -4.78184
H  2.40566  -3.85579  -4.44440
H  5.34507  -4.26489  -4.23915
H  4.33295  -4.92512  -5.50023
H  3.88311  -5.41863  -2.69478
H  5.98142  -6.80390  -3.40414
H  5.10663  -7.32951  -4.76052
H  4.91897  -9.07459  -3.34733
H  3.33611  -8.47748  -3.54310
H  3.92785  -10.00467  -1.38203
H  2.54681  -9.02627  -1.23377
H  3.85270  -9.05463  0.05742
C  -0.01653  8.75799  -1.19709
C  -0.47672  7.31378  -1.02377
C  0.56393  6.23455  -1.35279
O  1.09476  6.41602  -2.63043
C  2.23329  5.64342  -3.03272
N  -1.10252  7.05955  0.26091
H  0.91077  9.02501  -0.69021
H  -0.88483  9.31159  -0.83978
H  0.08561  8.93325  -2.26805
H  -1.22432  7.16142  -1.80221
H  0.15666  5.22556  -1.28832
H  1.41310  6.28121  -0.67099
H  2.50280  5.82540  -4.07308
H  1.91842  4.60293  -3.11234
H  3.10961  5.81786  -2.40844
H  -1.46847  6.12757  0.12830
H  -1.96635  7.58111  0.21769
C  6.88778  -0.81421  -2.89419
C  7.11242  -1.63264  -4.20294
C  6.57216  -0.93751  -5.47052
O  5.13539  -0.93585  -5.57873
C  4.72899  -0.59788  -6.84399
N  8.55791  -1.67805  -4.34953
H  5.81628  -0.65316  -2.77564
H  7.48528  0.09660  -2.85519
H  7.03617  -1.50589  -2.06494
H  6.76347  -2.66269  -4.12992
H  7.00589  -1.46719  -6.31870
H  6.96478  0.07658  -5.54512
H  5.09551  0.38152  -7.15145
H  3.64211  -0.52063  -6.87290
H  4.99083  -1.22150  -7.69876
H  8.85647  -1.89904  -5.28874
H  9.04521  -2.29996  -3.72033
C  -5.36374  -2.26513  0.11723
C  -6.71074  -1.76981  0.50777
C  -7.89592  -2.22627  -0.46149
O  -7.76574  -1.58347  -1.76057
C  -8.85642  -1.72960  -2.66228
N  -6.96470  -2.34475  1.82381
H  -5.41824  -3.30602  -0.20163
H  -4.59137  -2.06707  0.86041
H  -5.01587  -1.76497  -0.78661
H  -6.75629  -0.68103  0.53165
H  -8.87151  -1.84622  -0.15836
H  -7.92931  -3.30223  -0.63262
H  -9.68454  -1.08415  -2.36952
H  -9.23772  -2.74870  -2.72657
H  -8.53967  -1.46135  -3.67015
H  -7.67320  -1.84125  2.33822
H  -6.11954  -2.34467  2.37680
C  -8.79183  2.26098  -1.96790
C  -7.34438  2.13323  -1.46471
C  -7.13616  1.98901  0.10698
O  -5.77437  1.62916  0.49539
C  -5.53260  1.38965  1.85269
N  -6.73136  0.95834  -2.08945
H  -8.83271  2.30036  -3.05642
H  -9.26419  3.17286  -1.60260
H  -9.37766  1.38557  -1.68764
H  -6.82069  3.01862  -1.82517
H  -7.76002  1.17612  0.47861
H  -7.35519  2.90097  0.66235
H  -4.56431  0.90255  1.96778
H  -6.31505  0.75467  2.26823
H  -5.48402  2.31492  2.42680
H  -7.19996  0.07394  -1.95401
H  -5.93198  0.78308  -1.49753
C  -1.58557  -5.32132  2.66143
C  -1.86190  -4.20901  1.62130
C  -0.64619  -3.24222  1.49173
O  -0.47907  -2.27653  2.55116
C  0.83804  -1.73166  2.53939
N  -2.04912  -4.91152  0.40549
H  -1.45407  -4.98612  3.69024
H  -0.61194  -5.79376  2.53126
H  -2.32765  -6.11959  2.67489
H  -2.79055  -3.66285  1.78695
H  -0.74555  -2.54279  0.66165
H  0.29328  -3.78363  1.38051
H  0.71677  -0.84020  3.15477
H  1.15978  -1.48815  1.52683
H  1.63665  -2.28602  3.03234
H  -1.17247  -5.36135  0.18361
H  -2.66484  -5.67874  0.63427

---

No. 2
Density functional theory data (ωB97M-V/def2-TZVPD) for an isolated molecule of C20H24N2O4.

Properties
SMILES: COc1ccc(CCNC(=O)CN2CCOc3ccccc32)cc1OC
Max |F| in eV Å⁻¹: 0.59
ΔE to the lowest compared entry with this formula, charge and spin in kJ/mol: 244.1
LUMO level in eV: 0.70
Multiplicity: 1

Element x y z (Å)
C  1.62643  0.08420  4.48595
O  1.99548  -0.56895  3.29808
C  1.00847  -1.08517  2.49612
C  -0.34543  -0.95815  2.77937
C  -1.31553  -1.46683  1.93509
C  -0.95703  -2.12600  0.77092
C  -1.99686  -2.62082  -0.19513
C  -2.51407  -1.45442  -1.04606
N  -1.42363  -0.81652  -1.74349
C  -1.45048  -0.49943  -3.05160
O  -2.38380  -0.74139  -3.79006
C  -0.20002  0.26692  -3.50304
N  -0.13758  1.58323  -2.89686
C  -1.17117  2.51334  -3.29806
C  -2.26548  2.60771  -2.23313
O  -1.72039  3.05963  -1.01448
C  -0.53423  2.47122  -0.66252
C  -0.09503  2.67604  0.63950
C  1.08254  2.10797  1.08215
C  1.82647  1.31502  0.22386
C  1.40236  1.11029  -1.07242
C  0.22577  1.69165  -1.55033
C  0.39285  -2.26226  0.48735
C  1.38636  -1.76851  1.32589
O  2.65459  -1.99058  0.87466
C  3.76244  -1.88516  1.74067
H  1.00793  0.96551  4.28836
H  1.09591  -0.58710  5.16922
H  2.56234  0.39807  4.94673
H  -0.66042  -0.44488  3.67316
H  -2.35690  -1.34664  2.19290
H  -2.83879  -3.05841  0.34282
H  -1.56798  -3.38010  -0.84985
H  -3.22296  -1.79983  -1.80191
H  -3.01220  -0.72305  -0.39675
H  -0.61949  -0.57180  -1.18189
H  -0.23361  0.38478  -4.58849
H  0.69419  -0.29792  -3.23718
H  -1.59930  2.20060  -4.24955
H  -0.71358  3.50286  -3.41590
H  -3.03241  3.33376  -2.51030
H  -2.73498  1.62403  -2.09925
H  -0.70425  3.28710  1.28709
H  1.42068  2.28448  2.09136
H  2.74739  0.86510  0.55849
H  2.00344  0.51030  -1.73842
H  0.71760  -2.77747  -0.40415
H  4.60576  -2.27804  1.17232
H  3.62389  -2.48368  2.64402
H  3.96475  -0.85067  2.02475

---

No. 3
Density functional theory data (ωB97M-V/def2-TZVPD) for a structure of composition C3H7N3 at a distorted geometry.

Properties
Max |F| in eV Å⁻¹: 6.28
ΔE to the lowest compared entry with this formula, charge and spin in kJ/mol: 573.8
LUMO level (spin up / spin down) in eV: 0.61 / 0.84
Multiplicity: 1

Element x y z (Å)
C  0.12715  -0.40963  0.29560
C  -0.41276  0.84807  -0.11094
C  1.40363  -0.01562  -0.20676
N  -0.48814  -1.70569  0.02060
N  -1.82430  0.97685  -0.11362
N  2.53733  0.46667  -0.02642
H  0.78719  -0.53940  1.28996
H  0.05006  1.82861  -0.10116
H  -0.28422  -2.36775  0.76830
H  -0.17046  -2.12183  -0.85026
H  -2.35010  0.12406  -0.26915
H  -2.26184  1.86136  0.09713
H  2.88645  1.05429  -0.79328

---

No. 4
Density functional theory data (ωB97M-V/def2-TZVPD) for an isolated molecule of C5H5NO at a distorted geometry.

Properties
SMILES: C#CC(=O)N1CC1
Max |F| in eV Å⁻¹: 3.53
ΔE to the lowest compared entry with this formula, charge and spin in kJ/mol: 352.5
LUMO level in eV: 0.70
Multiplicity: 1

Element x y z (Å)
C  -0.90386  -2.30578  1.48414
C  -0.83995  -1.44471  0.62556
C  -0.55117  -0.73626  -0.61207
O  -0.62208  -1.29288  -1.68618
N  -0.35117  0.54366  -0.35944
C  0.63398  1.39386  -1.00083
C  0.56280  1.15043  0.46914
H  -1.05475  -3.01074  2.26739
H  1.53456  0.98203  -1.41506
H  0.16044  2.20325  -1.60790
H  0.02493  1.90435  1.06878
H  1.40626  0.61280  0.76647

---

No. 5
Density functional theory data (ωB97M-V/def2-TZVPD) for an isolated molecule of C5H6N2O at a distorted geometry.

Properties
SMILES: [H]/N=C1/CC(=O)C(=C)N1
Max |F| in eV Å⁻¹: 6.69
ΔE to the lowest compared entry with this formula, charge and spin in kJ/mol: 185.3
LUMO level in eV: -0.20
Multiplicity: 1

Element x y z (Å)
H  2.84579  -0.95842  -0.12190
N  2.73681  0.04502  -0.12849
C  1.40747  0.13933  0.02892
C  0.61954  1.45134  -0.00075
C  -0.84683  1.02400  0.01468
O  -1.73307  1.86387  -0.01931
C  -0.90805  -0.50994  0.07138
C  -2.00451  -1.33202  -0.04335
N  0.46177  -0.81376  0.28627
H  0.69660  1.80917  1.11476
H  0.96403  2.42999  -0.53409
H  -2.07973  -2.49481  -0.22850
H  -2.95133  -0.83875  -0.23911
H  0.79151  -1.81501  -0.20053